No. 1
Molecular formula: C7H9N
Method: DFT, ωB97M-V with the def2-TZVPD basis set

The LUMO energy is 0.8 eV. The calculation puts the total energy at -326.77741 Eh. As for the frontier orbital gap: 10.20 eV. For the relative energy (zero: lowest compared OMol25 entry of this formula, charge and spin), the calculation gives 3.0902 eV. Its charge is 0.

Structure (XYZ):
```
17
Properties=species:S:1:pos:R:3:forces:R:3:mulliken_charge:R:1
C 0.0572 -1.1435 0.4780 -5.056 0.683 0.901 -0.060
C -0.8578 -0.3585 -0.2665 2.934 1.074 -2.163 -0.381
C -0.2881 0.1582 -1.4488 -1.924 -1.321 -0.097 -0.284
N 0.7824 -0.2260 -2.1350 1.180 -0.328 1.934 -0.585
C 1.5869 -0.9540 -1.3591 -0.485 -0.268 1.103 -0.162
C 1.2852 -1.3925 -0.0355 -2.363 2.435 -3.579 -0.791
H -0.5980 -1.4704 1.3509 2.452 -0.450 -0.240 0.314
H -1.8154 0.0998 0.0177 0.677 -1.162 -0.405 0.572
H -0.9004 0.7470 -2.0331 -1.432 1.642 -1.046 0.452
H 2.5301 -1.2344 -1.7559 0.733 -0.276 -0.457 0.393
H 1.9514 -1.9224 0.4378 3.557 -2.841 2.536 0.541
C -1.5798 1.3878 1.7631 0.162 -0.322 0.488 -0.456
C -0.5823 2.0545 2.3342 -1.260 0.959 -0.303 -0.455
H -2.4768 1.8223 1.3195 0.287 0.297 0.258 0.226
H -1.5333 0.3067 1.6366 -0.075 0.745 0.989 0.197
H -0.6373 3.1474 2.4329 0.143 -0.495 -0.088 0.217
H 0.2746 1.5742 2.7460 0.472 -0.373 0.168 0.263
```
Positions in Å, forces in eV/Å.

No. 2
Molecular formula: CH3Cl2F
Method: DFT, ωB97M-V with the def2-TZVPD basis set

The LUMO energy is 0.8 eV. The calculation puts the total energy at -1060.10930 Eh. As for the frontier orbital gap: 11.80 eV. For the relative energy (zero: lowest compared OMol25 entry of this formula, charge and spin), the calculation gives 0.7225 eV. Its charge is 0.

Structure (XYZ):
```
7
Properties=species:S:1:pos:R:3:forces:R:3:mulliken_charge:R:1
Cl -2.2743 -0.6026 -0.3173 -0.043 -0.014 0.016 -0.148
C -0.9072 0.4457 0.0807 -0.273 0.122 -0.112 -0.196
Cl 0.5857 -0.0317 -0.7372 -3.085 1.239 -0.880 -0.161
H -0.7399 0.3954 1.1534 0.023 -0.027 -0.135 0.242
H -1.1544 1.4594 -0.2251 0.053 -0.127 0.013 0.263
F 2.6380 -0.5917 -0.0284 2.961 -0.843 0.709 -0.400
H 1.8519 -1.0744 0.0739 0.365 -0.349 0.388 0.400
```
Positions in Å, forces in eV/Å.

No. 3
Molecular formula: C7H16NOPS2
Method: DFT, ωB97M-V with the def2-TZVPD basis set

The LUMO energy is 0.7 eV. The calculation puts the total energy at -1544.12762 Eh. As for the frontier orbital gap: 9.63 eV. For the relative energy (zero: lowest compared OMol25 entry of this formula, charge and spin), the calculation gives 0.0000 eV. Its charge is 0.

Structure (XYZ):
```
28
Properties=species:S:1:pos:R:3:forces:R:3:mulliken_charge:R:1
C 4.1843 0.4165 -2.2268 -0.170 0.111 -0.171 -1.279
C 2.7998 0.9958 -2.4874 0.065 -0.091 0.308 -0.494
C 1.9548 1.0117 -1.2155 0.039 0.019 -0.379 -0.170
C 0.5701 1.5688 -1.4865 0.070 -0.112 0.181 -0.821
S -0.4544 1.5956 0.0204 -0.374 -0.376 -0.152 -0.216
P -0.7818 -0.4935 0.1453 0.092 -0.252 0.219 0.575
S -0.8284 -1.5239 -1.4903 0.098 0.355 0.530 -0.377
N 0.4020 -0.9795 1.2535 -0.418 -0.109 -0.769 -0.282
C 0.2319 -0.4839 2.6103 -0.020 0.045 0.390 -0.889
C -1.1587 -0.7799 3.1760 0.047 0.143 -0.311 -0.347
C -2.2168 -0.1060 2.3097 -0.080 -0.052 0.530 -0.510
O -2.1704 -0.5823 0.9670 0.311 -0.030 -0.612 -0.405
H 4.7732 0.4120 -3.1406 0.143 -0.043 -0.042 0.383
H 4.1051 -0.6056 -1.8641 0.045 -0.118 0.054 0.317
H 4.7120 1.0064 -1.4803 0.100 0.027 0.083 0.315
H 2.2909 0.3965 -3.2448 -0.047 0.043 -0.080 0.329
H 2.8945 2.0137 -2.8727 -0.041 0.027 -0.094 0.341
H 2.4468 1.6135 -0.4479 0.016 -0.041 0.067 0.275
H 1.8572 -0.0089 -0.8340 0.084 0.104 0.028 0.199
H 0.6101 2.6046 -1.8219 -0.031 0.034 -0.023 0.442
H 0.0415 0.9653 -2.2269 0.037 0.144 0.000 0.328
H 0.5839 -1.9737 1.1923 -0.032 -0.012 -0.048 0.291
H 0.3827 0.6002 2.5749 0.094 -0.066 0.145 0.318
H 1.0114 -0.9232 3.2366 -0.024 0.119 -0.041 0.416
H -1.3323 -1.8587 3.1812 -0.020 0.005 0.084 0.281
H -1.2358 -0.4031 4.1953 -0.042 -0.004 0.078 0.366
H -2.0732 0.9803 2.3118 -0.088 -0.004 0.048 0.309
H -3.2266 -0.3364 2.6594 0.145 0.134 -0.021 0.303
```
Positions in Å, forces in eV/Å.

No. 4
Molecular formula: C4H6NO
Method: DFT, ωB97M-V with the def2-TZVPD basis set

The LUMO energy is -4.6 eV. The calculation puts the total energy at -285.64496 Eh. As for the frontier orbital gap: 9.78 eV. For the relative energy (zero: lowest compared OMol25 entry of this formula, charge and spin), the calculation gives 2.1020 eV. Its charge is +1.

Structure (XYZ):
```
12
Properties=species:S:1:pos:R:3:forces:R:3:mulliken_charge:R:1
C 1.0137 1.4454 0.0463 -0.219 -0.797 0.128 -0.747
C 0.6748 0.2958 0.5672 2.355 -0.672 1.620 0.138
N -0.1650 -0.5751 -0.2363 -1.086 0.074 1.086 -0.095
C -1.4648 -0.5785 0.4198 0.572 -0.295 -0.488 -0.727
C -2.5414 -0.0383 -0.0864 0.699 -1.478 0.599 0.706
O -3.6007 0.1641 -0.4047 -2.118 1.372 -0.939 -0.174
H 0.7290 1.6539 -0.9733 0.190 0.841 -0.021 0.243
H 1.5711 2.0284 0.7343 0.526 1.170 -0.255 0.274
H 1.1009 -0.0210 1.5724 -1.253 -0.072 -1.470 0.334
H 0.0816 -1.5306 -0.4862 0.733 -0.178 0.385 0.327
H -0.2242 -0.0688 -1.0852 -0.274 0.352 -1.529 0.295
H -1.5101 -1.0479 1.3623 -0.124 -0.317 0.883 0.426
```
Positions in Å, forces in eV/Å.

No. 5
Molecular formula: C4H5B
Method: DFT, ωB97M-V with the def2-TZVPD basis set

The LUMO energy is -1.0 eV. The calculation puts the total energy at -180.06133 Eh. As for the frontier orbital gap: 7.98 eV. For the relative energy (zero: lowest compared OMol25 entry of this formula, charge and spin), the calculation gives 2.8007 eV. Its charge is 0.

Structure (XYZ):
```
10
Properties=species:S:1:pos:R:3:forces:R:3:mulliken_charge:R:1
B -0.0347 1.3487 -0.0931 0.087 -2.407 0.694 0.150
C -1.3256 0.3116 -0.1146 2.605 1.334 -0.232 -0.581
C 1.1346 0.2963 -0.3066 3.837 0.708 1.549 -0.462
C -0.8209 -0.9278 -0.1273 -2.698 1.169 0.039 -0.322
C 0.6103 -0.9077 -0.0597 3.749 -1.711 0.346 -0.019
H 0.1180 2.3694 0.4482 -0.180 0.659 -0.151 -0.030
H -2.3077 0.6471 -0.0868 -1.816 -0.063 -0.189 0.465
H 2.8300 0.3912 0.2767 -4.137 -0.045 -1.639 0.139
H -1.5067 -1.7418 -0.1737 0.166 -1.019 0.107 0.371
H 1.3027 -1.7868 0.2368 -1.614 1.376 -0.523 0.289
```
Positions in Å, forces in eV/Å.

No. 6
Molecular formula: C5H9N2
Method: DFT, ωB97M-V with the def2-TZVPD basis set

The LUMO energy is -3.3 eV. The calculation puts the total energy at -305.14310 Eh. As for the frontier orbital gap: 11.27 eV. For the relative energy (zero: lowest compared OMol25 entry of this formula, charge and spin), the calculation gives 2.3657 eV. Its charge is +1.

Structure (XYZ):
```
16
Properties=species:S:1:pos:R:3:forces:R:3:mulliken_charge:R:1
C -1.0756 1.8223 -0.2859 -1.091 -1.174 -0.390 -0.835
C -0.7285 0.6637 0.2181 4.666 -1.677 0.065 0.333
C -1.2345 -0.7099 0.6800 0.905 2.032 -2.234 -0.517
C -0.3860 -1.5728 -0.2826 -2.064 -3.186 0.751 -0.504
N 0.9494 -1.0708 -0.2058 -1.782 3.755 0.822 -0.085
C 0.9756 0.2235 0.0807 -4.520 0.703 0.546 0.462
N 1.9723 1.0464 0.2514 1.420 -2.648 -1.301 -0.338
H -2.1292 1.9153 -0.4982 -0.237 0.729 0.269 0.283
H -0.3792 2.4940 -0.7335 0.293 0.500 -0.005 0.256
H -0.8377 -0.7681 1.6683 -0.334 -0.662 0.983 0.273
H -2.3024 -0.7679 0.5473 -0.243 -0.468 0.268 0.373
H -0.4087 -2.6772 -0.0045 0.235 1.401 0.051 0.349
H -0.7968 -1.6055 -1.2940 0.158 0.586 -0.081 0.280
H 1.6821 -1.6483 -0.3667 2.895 -1.885 -0.558 0.131
H 1.8493 2.0270 0.3338 -0.073 0.724 0.163 0.265
H 2.8499 0.6283 -0.1083 -0.228 1.270 0.651 0.273
```
Positions in Å, forces in eV/Å.